(1)
Here is a molecular structure, C6H8N at a distorted geometry from the OMol25 dataset. Energies are from the ωB97M-V functional and the def2-TZVPD basis.

E_LUMO (alpha / beta) in eV: -3.93 / -7.42
HOMO level (alpha / beta) in eV: -10.315 / -16.144
Energy relative to the best compared isomer or geometry (same formula, charge and spin) in kJ/mol: 321.08
Multiplicity: 3
<S²>: 2.01
Gap between HOMO and LUMO (alpha / beta) in eV: 6.39 / 8.73
Electronic energy in a.u.: -287.6249
Total charge: +1

Each line ends with the Mulliken charge.
Positions of all 15 atoms, in Å:
H (0.993, -0.086, 2.057)  0.460
C (-0.262, -1.022, -0.027)  0.201
H (-2.581, 0.752, -0.717)  0.317
H (1.020, 0.338, -1.874)  0.342
N (-1.291, -0.473, 0.032)  0.039
C (1.222, -0.085, 1.020)  -0.471
C (1.545, 0.144, -1.003)  -0.518
C (-2.506, 0.121, 0.167)  -0.709
H (1.818, -1.953, -0.009)  0.461
C (1.231, 0.924, 0.209)  -0.309
C (1.208, -1.106, -0.121)  -0.134
H (-2.587, 0.744, 1.062)  0.307
H (-3.291, -0.603, 0.276)  0.353
H (0.930, 2.054, 0.263)  0.351
H (2.552, 0.250, -1.337)  0.311

---

(2)
Here is a molecular structure, C11H21ClI2N2O3 at a distorted geometry from the OMol25 dataset. Energies are from the ωB97M-V functional and the def2-TZVPD basis.

E_LUMO in eV: 0.17
HOMO level in eV: -8.869
Energy relative to the best compared isomer or geometry (same formula, charge and spin) in kJ/mol: 0.00
Gap between HOMO and LUMO in eV: 9.03
Electronic energy in a.u.: -1822.5157
Total charge: 0

Each line ends with the Mulliken charge.
Positions of all 40 atoms, in Å:
C (0.283, -3.198, -0.391)  -0.046
H (-5.225, 2.393, -0.841)  0.358
C (0.378, 2.788, 1.927)  -1.268
H (2.906, -4.596, -1.198)  0.283
C (-3.547, 0.208, -0.451)  -0.930
H (2.675, -2.867, -1.550)  0.039
C (0.695, 1.691, 0.903)  0.158
H (-4.158, -0.343, 0.266)  0.388
H (-2.940, 2.343, -1.798)  0.332
I (-0.175, -5.488, -2.342)  0.092
O (-2.516, 2.351, -0.936)  -0.539
Cl (0.763, -0.244, 2.782)  -0.154
H (2.475, 1.094, 1.942)  0.603
O (0.650, -0.680, -1.281)  -0.548
C (-4.701, 2.377, 0.118)  -1.504
H (-5.342, 1.882, 0.848)  0.368
H (0.896, 2.629, 2.867)  0.413
H (4.612, -1.313, -0.314)  0.309
C (1.192, -1.043, -0.241)  0.191
N (2.152, -0.343, 0.533)  0.372
H (-4.546, 3.409, 0.433)  0.364
I (-1.692, -3.269, 0.275)  0.119
H (4.670, -0.445, 1.031)  0.276
H (-2.841, 1.685, 0.928)  0.189
N (4.576, -0.361, 0.027)  -0.701
H (-0.684, 2.826, 2.141)  0.270
H (-4.038, 0.157, -1.428)  0.318
H (1.159, 2.123, 0.021)  0.385
C (0.856, -3.988, -1.338)  0.212
C (-3.369, 1.656, -0.026)  0.627
C (3.266, 0.189, -0.273)  -0.848
H (2.416, -4.072, -2.793)  0.427
H (-2.583, -0.291, -0.539)  0.026
H (3.057, 0.001, -1.322)  0.481
H (0.654, 3.767, 1.545)  0.325
C (2.301, -3.866, -1.732)  -0.852
O (1.035, -2.278, 0.311)  -0.325
C (1.612, 0.628, 1.473)  -0.544
H (3.305, 1.267, -0.150)  0.418
H (-0.228, 1.223, 0.571)  -0.087

---

(3)
Here is a single C16H27ClN2O2S molecule from the OMol25 dataset. Energies are from the ωB97M-V functional and the def2-TZVPD basis.

E_LUMO in eV: 0.47
HOMO level in eV: -8.340
Energy relative to the best compared isomer or geometry (same formula, charge and spin) in kJ/mol: 5.31
Gap between HOMO and LUMO in eV: 8.81
Electronic energy in a.u.: -1744.2275
Total charge: 0

Each line ends with the Mulliken charge.
Positions of all 49 atoms, in Å:
H (-0.967, -2.057, 2.404)  0.468
C (-0.831, 1.094, 3.598)  -0.114
H (-2.142, 2.075, -4.879)  0.389
C (-1.003, -1.976, -1.497)  -0.606
N (0.303, 0.247, -1.415)  0.679
H (-1.329, 1.988, -2.516)  0.291
C (0.165, 0.488, -2.839)  -0.875
C (-1.183, 1.626, -4.635)  -1.413
H (-0.239, -3.980, -1.713)  0.463
H (-1.252, -1.829, -2.549)  0.282
H (0.113, 1.519, 0.793)  0.352
S (1.326, -0.527, 2.994)  1.319
C (-1.171, 1.144, -3.189)  -0.176
H (-0.400, -0.806, 0.204)  -0.333
H (0.962, 1.180, -3.129)  0.479
H (0.442, -3.097, -0.345)  0.207
C (-0.702, -0.621, -0.827)  -0.184
C (1.670, 0.026, -0.993)  -1.433
Cl (-4.784, 0.772, 3.332)  -0.213
C (-1.328, -1.098, 2.738)  -0.333
C (3.449, 0.631, 0.674)  -1.970
H (-0.405, 2.368, -4.800)  0.349
C (-2.683, -0.822, 2.798)  -0.734
H (3.651, 0.804, 1.728)  0.454
H (2.302, 0.670, -1.608)  0.582
H (-0.089, 1.812, 3.911)  0.497
O (1.530, -1.849, 3.512)  -0.780
C (0.114, -3.006, -1.379)  -1.182
C (-0.416, -0.136, 3.128)  -0.009
C (1.943, 0.415, 0.481)  1.554
O (2.094, 0.553, 3.547)  -0.654
H (-1.896, -2.372, -1.006)  0.479
H (4.005, -0.247, 0.350)  0.412
C (-2.183, 1.381, 3.666)  -0.721
H (-1.638, -0.053, -0.800)  0.424
H (0.294, -0.427, -3.443)  0.293
H (-3.411, -1.558, 2.497)  0.444
H (0.968, -2.735, -1.995)  0.248
H (1.443, 2.471, 0.138)  0.450
H (3.790, 1.490, 0.103)  0.442
H (-1.989, 0.438, -3.043)  0.274
C (-3.099, 0.420, 3.259)  0.325
H (1.962, -1.549, 1.143)  0.371
H (1.459, 2.003, 1.846)  0.535
H (2.015, -1.010, -1.144)  0.162
H (-2.528, 2.335, 4.031)  0.437
H (-1.011, 0.794, -5.316)  0.338
N (1.495, -0.677, 1.345)  -0.287
C (1.184, 1.687, 0.844)  -1.980

---

(4)
Here is a gas-phase ion, C3H5O2S2 (charge -1) at a distorted geometry from the OMol25 dataset. Energies are from the ωB97M-V functional and the def2-TZVPD basis.

E_LUMO in eV: 3.78
HOMO level in eV: -3.931
Energy relative to the best compared isomer or geometry (same formula, charge and spin) in kJ/mol: 157.60
Gap between HOMO and LUMO in eV: 7.71
Electronic energy in a.u.: -1064.1787
Total charge: -1

Each line ends with the Mulliken charge.
Positions of all 12 atoms, in Å:
H (0.240, -1.520, -1.121)  0.456
H (-2.602, 1.216, 0.383)  0.302
C (0.038, -0.836, -0.335)  -1.032
O (1.386, 0.774, 1.442)  -0.656
H (-0.007, -1.250, 0.593)  0.406
S (1.611, 0.225, 0.052)  0.903
S (3.163, -1.037, 0.082)  -0.581
H (-1.239, 0.091, -1.615)  0.274
O (1.762, 1.264, -0.927)  -0.617
H (-1.413, 0.534, 1.539)  0.194
C (-1.141, -0.031, -0.553)  0.019
C (-1.795, 0.569, 0.461)  -0.669